Here is a cluster of 3 separate species, C20H46Br2N3O9S2Si in total in a non-equilibrium geometry from the OMol25 dataset. Energies are from ωB97M-V/def2-TZVPD.

Orbital gap: 7.00 eV
Charge: -1

The geometry in XYZ format:
```
83
Properties=species:S:1:pos:R:3:forces:R:3
C -3.17410 -0.13949 8.67869 0.1337 -0.2761 0.2948
C -4.33638 -1.33799 8.65052 -2.9755 1.3808 -2.4951
Br -3.97354 -3.00323 9.74673 -0.4289 2.1033 -1.4168
C -5.61384 -1.22704 7.84960 4.8794 0.0650 2.8346
Br -5.92150 0.47385 6.76639 0.3339 -2.3332 1.4492
S -6.86902 -2.61971 7.81528 -7.0864 -1.4201 -1.4578
O -7.39803 -3.05972 9.20186 3.1779 1.2498 -3.6375
O -8.12913 -2.09145 7.02490 4.8602 -0.8529 2.3944
N -6.31218 -4.05077 6.93874 1.6152 2.1316 -0.5781
S -5.32680 -3.59477 5.55954 0.6543 5.1793 1.1377
O -3.84850 -3.29144 6.00729 -4.1621 -1.4769 -1.6091
O -5.98628 -2.34722 4.85403 2.3135 -4.3537 1.8585
C -5.22135 -4.98664 4.27231 -0.1762 -0.2098 -1.0718
C -4.06042 -4.50967 3.16688 -0.9524 -1.2115 0.4662
O -4.70483 -3.47667 2.33922 3.0481 -0.1353 0.1934
Si -3.56868 -2.25969 1.77880 -1.1333 0.6216 -0.1976
C -4.60005 -1.06527 0.61096 -0.1324 -0.5154 -0.3823
C -2.82174 -1.13938 3.15485 0.4864 0.7306 1.0589
C -2.11594 -2.92663 0.70550 0.6792 -0.0351 -1.2156
H -2.69428 0.03034 7.59939 -1.4784 -0.3776 2.2862
H -2.26431 -0.41257 9.38056 -2.1013 0.1642 -1.3527
H -3.62427 0.87074 9.12495 0.7649 -2.2803 -1.2739
H -6.26377 -5.00733 3.69084 2.3374 0.1388 1.4351
H -4.99253 -6.03791 4.73548 -0.3403 2.2208 -0.6455
H -3.05812 -4.17568 3.67341 -2.0548 -0.4228 -0.6792
H -3.81974 -5.49418 2.53690 -0.5639 2.1136 1.1034
H -5.32929 -1.71622 -0.07173 1.4245 1.6415 1.4685
H -5.17237 -0.29317 1.27951 0.9386 -1.4391 -1.5287
H -3.80134 -0.54607 -0.07195 -1.6344 -0.7175 1.2317
H -1.65448 -1.00349 2.94738 -2.5657 -0.1545 0.4858
H -2.97087 -1.54520 4.24716 0.2681 0.6290 -2.0657
H -3.38263 -0.09117 3.11954 1.3540 -2.1380 0.0349
H -1.65305 -1.98784 0.13659 -0.9210 -1.9293 1.3920
H -2.51659 -3.64154 -0.15060 0.9877 1.1678 1.8817
H -1.26168 -3.40192 1.34928 -1.5795 0.6451 -1.3785
C 4.27784 0.70420 1.45324 -0.2157 0.2527 0.2150
O 3.59528 1.87139 1.01546 0.4097 -0.3319 -0.2844
C 3.76748 2.13300 -0.38223 -0.5627 0.1812 -0.0770
C 2.44894 1.91209 -1.13827 0.4188 -0.4891 0.3519
N 2.09665 0.48828 -1.19546 -0.0298 0.3121 -0.0727
C 0.73169 0.23895 -1.67227 0.0122 -0.0578 0.2857
C -0.42809 0.76970 -0.80526 -0.1212 -0.4851 -0.1941
O -0.54892 0.11845 0.46130 0.1915 0.6067 -0.3489
C 0.27796 0.65784 1.48283 -0.2946 -0.2996 0.1578
H 4.22106 0.66585 2.54538 -0.0578 0.0985 -0.1831
H 3.80408 -0.19649 1.05556 0.1531 -0.1352 -0.0543
H 5.33305 0.73175 1.16412 -0.0294 -0.0692 -0.0442
H 4.58690 1.54052 -0.81660 -0.2458 -0.0523 0.1604
H 4.04426 3.18654 -0.47042 -0.0010 0.0212 -0.0299
H 2.54907 2.29780 -2.15742 -0.0447 -0.0277 -0.0152
H 1.67300 2.48847 -0.62631 0.0467 0.2581 0.0017
H 2.18421 0.08835 -0.26687 0.0096 0.0867 -0.1397
H 0.62294 -0.84754 -1.75042 -0.1093 0.0748 0.0174
H 0.63190 0.63830 -2.68957 0.0170 0.0852 0.1148
H -1.35812 0.54719 -1.34093 0.0682 -0.0366 0.0681
H -0.40640 1.85845 -0.68702 0.1541 -0.0153 0.1339
H 0.44309 1.73215 1.36610 0.0591 -0.0454 -0.0946
H 1.22795 0.12669 1.51244 0.2581 0.1376 0.0706
H -0.21513 0.48862 2.44388 -0.0363 0.0395 -0.1631
C 5.22086 4.84790 -7.56631 -0.2719 -0.1052 -0.2539
O 5.01958 3.59432 -8.20497 0.4430 0.2072 0.3021
C 6.02508 2.62817 -7.87760 -0.3408 -0.4610 0.0175
C 5.43276 1.50608 -7.01214 0.0708 0.7287 0.1810
N 5.10403 1.98619 -5.66454 -0.0070 -0.2261 -0.2605
C 4.30278 1.03853 -4.88187 -0.1833 0.2662 -0.0892
C 2.88946 0.70822 -5.40331 0.0342 -0.0554 0.5802
O 1.98122 1.81064 -5.35171 0.3082 -0.3335 -0.3579
C 2.04235 2.67796 -6.47519 -0.3264 0.0541 0.3233
H 4.50655 5.56270 -7.98619 0.0735 -0.1988 0.0024
H 5.03567 4.77217 -6.49216 0.1511 0.1153 0.1024
H 6.23215 5.22543 -7.74682 -0.0105 -0.0107 0.0907
H 6.90170 3.08908 -7.39777 -0.3126 -0.0125 0.0382
H 6.36075 2.19496 -8.82311 0.0139 -0.0259 -0.0009
H 6.15756 0.68989 -6.93500 -0.0226 0.0175 0.0300
H 4.54209 1.12894 -7.52289 0.0498 -0.1071 -0.2427
H 4.58187 2.85306 -5.74050 0.1090 -0.1315 -0.0209
H 4.19939 1.47048 -3.88131 -0.0850 -0.1333 -0.0351
H 4.86946 0.10614 -4.76413 -0.0835 0.0725 -0.0938
H 2.46913 -0.05144 -4.73425 0.0324 0.1269 -0.0044
H 2.89977 0.25366 -6.39985 0.0383 0.1975 -0.1001
H 2.30857 2.15358 -7.39671 0.1026 0.0051 0.0645
H 2.74231 3.48925 -6.28191 0.1590 0.1180 -0.2355
H 1.05583 3.12966 -6.60985 0.0381 -0.1211 0.0654
```
Forces are in eV/Å.